Computed, not measured: C37H53BrO20S as an isolated structure at a distorted geometry, with ωB97M-V/def2-TZVPD.

The geometry in XYZ format:
```
112
Properties=species:S:1:pos:R:3:mulliken_charge:R:1
O 0.405 2.131 5.493 -0.59
S -0.685 2.667 4.746 1.23
O -1.917 2.791 5.434 -0.72
O -0.196 4.067 4.109 -0.50
C -0.417 3.932 2.681 -1.22
C -0.015 5.082 1.794 0.00
C -0.913 6.253 2.152 -0.01
C -2.353 6.188 1.442 -1.03
O -1.119 7.170 1.233 -0.50
C -0.088 2.475 2.347 2.70
C -0.722 2.124 1.001 -2.21
C 0.167 2.214 -0.241 0.32
C -0.293 1.211 -1.305 -0.86
Br -0.291 2.069 -3.057 -0.18
C 1.418 2.292 2.517 -1.84
C 2.029 0.924 2.210 -0.65
C 1.593 -0.214 3.145 -1.63
C 0.301 -0.874 2.703 0.43
C -0.672 -1.177 3.661 -0.55
C -1.886 -1.741 3.276 -1.17
C -2.131 -1.994 1.932 -0.58
C -1.167 -1.726 0.967 -0.33
C 0.041 -1.165 1.367 0.31
O -0.903 1.848 3.394 -0.46
H -1.510 3.929 2.600 0.68
H 1.002 5.441 1.961 0.57
H -0.272 4.918 0.755 -0.27
H -0.907 6.603 3.180 0.63
H -3.035 6.894 0.969 0.44
H -2.799 6.405 2.464 0.32
H -1.207 1.157 1.096 0.66
H -1.538 2.832 0.855 0.69
H 0.054 3.196 -0.689 -0.01
H 1.224 2.074 -0.050 0.45
H -1.299 0.852 -1.129 0.32
H 0.366 0.356 -1.392 0.37
H 1.878 3.003 1.830 0.50
H 1.739 2.585 3.511 0.88
H 1.881 0.587 1.192 0.38
H 3.107 1.038 2.333 0.17
H 2.357 -0.992 3.094 0.56
H 1.542 0.112 4.181 0.27
H -0.468 -0.948 4.697 0.55
H -2.627 -1.949 4.034 0.51
H -3.084 -2.405 1.627 0.45
H -1.337 -1.912 -0.083 0.68
H 0.800 -0.939 0.631 0.52
C 0.430 6.865 -6.204 -1.44
C 0.716 7.007 -4.731 0.51
C 2.042 6.435 -4.284 -0.50
O 1.773 6.083 -2.921 -0.29
C 0.448 5.801 -2.836 0.52
O -0.066 5.255 -1.918 -0.54
O -0.201 6.222 -3.946 -0.34
H 1.201 7.360 -6.794 0.38
H 0.384 5.813 -6.486 0.35
H -0.534 7.309 -6.452 0.35
H 0.613 8.050 -4.419 0.27
H 2.862 7.147 -4.342 0.31
H 2.312 5.527 -4.829 0.30
C -2.336 -6.496 4.592 -1.47
C -1.041 -6.251 3.859 0.45
C -0.299 -5.003 4.282 -0.29
O 0.411 -4.658 3.088 -0.28
C -0.318 -5.112 2.041 0.65
O -0.147 -4.788 0.915 -0.52
O -1.277 -5.974 2.466 -0.35
H -2.159 -6.580 5.664 0.37
H -3.038 -5.682 4.408 0.34
H -2.806 -7.415 4.245 0.37
H -0.394 -7.131 3.920 0.27
H 0.391 -5.168 5.106 0.36
H -0.971 -4.177 4.532 0.13
C -2.221 -3.118 -5.402 -1.46
C -2.094 -2.319 -4.131 0.57
C -1.554 -3.102 -2.959 0.26
O -2.148 -2.421 -1.844 -0.28
C -3.322 -1.886 -2.278 0.43
O -4.166 -1.459 -1.563 -0.57
O -3.387 -1.920 -3.628 -0.41
H -1.257 -3.524 -5.704 0.38
H -2.925 -3.940 -5.275 0.23
H -2.604 -2.496 -6.210 0.44
H -1.509 -1.411 -4.301 0.22
H -0.469 -3.084 -2.886 0.41
H -1.897 -4.137 -2.952 -0.42
C 6.053 2.637 3.123 -1.29
C 6.731 2.289 1.823 0.53
C 6.976 3.468 0.911 -0.51
O 6.953 2.856 -0.383 -0.33
C 6.142 1.770 -0.299 0.63
O 5.720 1.170 -1.229 -0.53
O 5.883 1.466 1.000 -0.30
H 6.644 3.356 3.690 0.41
H 5.061 3.056 2.943 0.19
H 5.917 1.745 3.734 0.36
H 7.655 1.734 2.008 0.23
H 7.929 3.960 1.087 0.32
H 6.172 4.207 0.958 0.31
C -4.167 -8.493 -3.096 -1.49
C -2.890 -8.120 -3.805 0.48
C -2.203 -6.889 -3.263 -0.50
O -1.509 -6.393 -4.422 -0.29
C -2.232 -6.782 -5.508 0.65
O -2.082 -6.359 -6.605 -0.52
O -3.147 -7.718 -5.163 -0.37
H -3.979 -8.674 -2.038 0.36
H -4.907 -7.698 -3.197 0.36
H -4.598 -9.394 -3.531 0.38
H -2.205 -8.971 -3.833 0.28
H -1.502 -7.104 -2.461 0.40
H -2.912 -6.127 -2.930 0.23
```

Results
- max |F| (eV/A) = 2.46
- E (eV) = -161052.9645
- Kohn-Sham gap (eV) = 9.01